The following is a DFT calculation (ωB97M-V/def2-TZVPD) of a cluster of 9 separate species, C18H54O9S9 in total in a non-equilibrium geometry.

Geometry as XYZ:
```
90
Properties=species:S:1:pos:R:3
C 0.8140 -0.5538 -0.2121
S 0.6270 0.5742 1.1629
O 1.5330 1.7932 0.8279
C -0.9990 1.2142 0.9509
H 0.2730 -0.3738 -1.0781
H 0.3530 -1.4238 0.0529
H 1.9460 -0.7848 -0.2131
H -1.9020 0.5142 1.0899
H -1.2160 1.8682 0.0489
H -1.2340 1.7202 1.9409
C -0.9510 -0.2178 6.3899
S 0.0690 -0.1608 4.9519
O -0.6330 -0.7708 3.7879
C -0.0080 1.5852 4.7699
H -0.4770 0.0342 7.3739
H -1.3400 -1.1378 6.4869
H -1.7510 0.2492 6.3259
H 0.5690 1.9572 5.7889
H -0.8370 2.0132 4.8209
H 0.4690 1.9992 3.8789
C 3.5050 -4.0228 -0.1401
S 4.8400 -3.4298 1.0339
O 6.0930 -3.8868 0.2229
C 4.7300 -1.6378 0.6889
H 3.1710 -5.0318 0.0299
H 3.8620 -3.9358 -0.9501
H 2.5400 -3.4548 -0.0761
H 5.6830 -1.1698 0.9389
H 3.8830 -1.0288 1.3929
H 4.5790 -1.2748 -0.4321
C -0.3790 -4.3618 -4.8041
S -0.7400 -2.8148 -3.9081
O -2.1220 -2.8208 -3.6101
C -0.0190 -3.2158 -2.3451
H -0.9330 -5.1398 -4.0981
H 0.6710 -4.5448 -4.9511
H -1.0170 -4.4268 -5.7171
H -0.3700 -2.1528 -1.8031
H 1.1050 -3.0598 -2.4821
H -0.2610 -4.0508 -2.0271
C -3.5340 -4.1178 -0.3221
S -3.4170 -4.4818 1.4899
O -2.9550 -5.9058 1.6029
C -1.9740 -3.5988 1.9309
H -3.5190 -3.0998 -0.5601
H -4.3340 -4.6548 -0.6361
H -2.8120 -4.5498 -0.9071
H -1.1900 -3.5538 1.1509
H -1.7170 -4.1858 2.9169
H -1.9670 -2.5958 2.1899
C -4.9520 -1.4408 4.9109
S -5.2230 0.2672 4.3359
O -4.4350 1.0942 5.3509
C -4.0340 0.2112 2.9239
H -5.6020 -1.6308 5.7509
H -4.0000 -1.3508 5.3719
H -5.0970 -2.1058 4.0759
H -4.4730 -0.4118 2.2609
H -2.9270 -0.2538 3.1729
H -4.0790 1.1382 2.4869
C 3.9800 3.4002 -2.0151
S 4.0470 2.1762 -0.7271
O 4.8820 1.0092 -1.1531
C 5.1810 3.1062 0.4229
H 3.5720 4.4742 -1.7881
H 3.4830 2.9322 -2.9971
H 4.9780 3.5932 -2.2501
H 6.1550 2.9272 0.1749
H 4.7140 2.9242 1.4449
H 4.9100 4.1992 0.5699
C -0.4080 4.8562 -1.6621
S -0.9590 6.3902 -2.4441
O 0.2160 7.3192 -2.3081
C -1.1080 5.8102 -4.1921
H 0.3190 4.2932 -2.1081
H -1.4250 4.1202 -1.6761
H -0.0010 4.8522 -0.8871
H -1.6190 6.7602 -4.5691
H -1.8830 4.9722 -4.1781
H -0.0750 5.6252 -4.4231
C 0.5840 2.2982 -4.6981
S -0.0750 0.6732 -4.4831
O 1.0550 -0.0888 -4.0571
C -1.0380 1.1252 -3.0941
H 1.4330 2.3182 -3.8851
H -0.1710 3.0502 -4.5241
H 0.9290 2.1422 -5.6731
H -0.3580 1.5072 -2.4951
H -1.4570 0.1682 -2.5631
H -1.7470 1.6552 -3.3671
```

Properties
* E_HOMO: -8.6 eV
* charge: 0
* energy above the lowest of the compared OMol25 structures with the same formula, charge and spin: 1254.4 kJ/mol
* 2S+1: 1
* LUMO energy: -0.054 eV

***

The following is a DFT calculation (ωB97M-V/def2-TZVPD) of a structure of composition C34H16Cl64FO3P in a non-equilibrium geometry.

Geometry as XYZ:
```
119
Properties=species:S:1:pos:R:3
C 0.5449 -1.2619 -1.4852
C 0.3766 0.0030 -2.5662
C 1.6972 0.9873 -2.3475
C 1.3234 2.6025 -2.5674
C 0.9293 2.7589 -4.1569
C 2.0887 2.5686 -5.3475
F 3.5099 2.2457 -4.9831
C 1.7246 2.6788 -6.9683
C 0.1647 2.9836 -7.4782
C -1.0029 3.1722 -6.3218
C -0.6116 3.0653 -4.6991
C -1.8753 3.2435 -3.6178
O -1.8138 3.9756 -2.5029
C -3.2772 2.4568 -4.0800
C -4.1487 1.6181 -2.9731
C -5.5070 0.8377 -3.5390
P -6.4795 -0.1891 -2.2335
O -5.7316 -1.5480 -1.8192
C -5.9122 0.9930 -5.1236
C -5.0372 1.8392 -6.2344
C -3.6669 2.5698 -5.7027
C -2.6165 3.4321 -6.6783
O -3.0280 4.2608 -7.6457
H -0.0974 -2.1729 -1.8487
H 1.6786 -1.6248 -1.4835
H 0.1969 -0.9241 -0.4069
H 0.3193 -0.4635 -3.6489
H -0.6448 0.5421 -2.3770
H 2.1647 0.8253 -1.2617
H 2.5047 0.7466 -3.1679
H 0.4203 2.8079 -1.8251
H 2.1948 3.3142 -2.2291
H 2.5210 2.5145 -7.8324
H -0.1619 3.0526 -8.5998
H -3.7963 1.5481 -1.8349
H -6.5070 0.6320 -1.0274
H -7.8381 -0.3952 -2.6634
H -6.8842 0.4589 -5.5001
H -5.3476 1.9073 -7.3714
C 0.9618 -1.1718 2.9869
Cl -0.2390 -0.7385 4.2298
Cl 0.3398 -2.5224 2.0054
Cl 1.2640 0.2356 1.9368
Cl 2.4826 -1.6617 3.7756
C -1.7382 -5.0513 4.3983
Cl -3.4539 -4.9856 4.8740
Cl -1.0556 -3.4055 4.4082
Cl -0.8413 -6.0731 5.5498
Cl -1.6018 -5.7410 2.7611
C 3.6619 0.6670 7.0248
Cl 5.0132 -0.4592 6.7419
Cl 3.3836 1.6410 5.5590
Cl 2.1890 -0.2578 7.4117
Cl 4.0617 1.7443 8.3866
C 5.4619 4.1226 -9.0585
Cl 7.1582 4.3784 -8.5776
Cl 4.5857 3.3109 -7.7365
Cl 4.6976 5.6956 -9.3996
Cl 5.4059 3.1056 -10.5205
C 1.5619 6.5938 -1.8280
Cl 2.3791 6.1803 -0.2998
Cl 1.0041 8.2847 -1.7646
Cl 2.7010 6.3947 -3.1835
Cl 0.1632 5.5155 -2.0643
C -0.2382 1.1985 -11.8452
Cl -1.8137 1.7733 -12.4466
Cl -0.0581 1.6457 -10.1300
Cl -0.1503 -0.5735 -12.0093
Cl 1.0696 1.9484 -12.7950
C 1.8619 5.0985 7.2591
Cl 2.7091 5.5485 5.7578
Cl 0.2843 5.9243 7.3212
Cl 1.6107 3.3349 7.2936
Cl 2.8433 5.5862 8.6640
C 0.9619 -5.5799 -1.4936
Cl 2.6477 -5.0037 -1.4774
Cl 0.2085 -5.2563 0.0882
Cl 0.0551 -4.7276 -2.7687
Cl 0.9361 -7.3320 -1.8164
C 3.0618 -6.9925 4.7874
Cl 2.5112 -5.4300 4.1320
Cl 3.1637 -6.8890 6.5632
Cl 1.9045 -8.2685 4.3323
Cl 4.6681 -7.3828 4.1222
C -2.0381 -10.3533 4.1196
Cl -1.2209 -10.7667 5.6478
Cl -2.5959 -8.6623 4.1830
Cl -0.8990 -10.5524 2.7641
Cl -3.4368 -11.4316 3.8833
C -8.3381 3.8579 -2.9254
Cl -6.9868 2.7318 -3.2083
Cl -8.6164 4.8319 -4.3912
Cl -9.8110 2.9331 -2.5384
Cl -7.9383 4.9352 -1.5636
C 7.6890 -4.9607 5.6688
Cl 9.2577 -4.5237 6.3915
Cl 7.9429 -5.5374 4.0022
Cl 6.9290 -6.2509 6.6343
Cl 6.6261 -3.5307 5.6470
C 3.4890 9.3727 -8.4767
Cl 5.0417 9.3530 -9.3502
Cl 3.7585 8.9151 -6.7760
Cl 2.7884 11.0094 -8.5474
Cl 2.3672 8.2132 -9.2331
C -3.7111 7.5611 8.4041
Cl -4.2617 9.1237 7.7487
Cl -3.6092 7.6647 10.1798
Cl -4.8684 6.2852 7.9490
Cl -2.1048 7.1709 7.7388
C 0.7890 -5.7297 9.6371
Cl 2.1403 -6.8559 9.3542
Cl 0.5107 -4.7558 8.1713
Cl -0.6839 -6.6546 10.0240
Cl 1.1888 -4.6525 10.9989
C -1.9110 -10.2455 12.1713
Cl -2.4371 -11.8421 12.7616
Cl -0.4736 -9.7193 13.0831
Cl -1.5081 -10.3558 10.4393
Cl -3.2254 -9.0647 12.4013
```

Properties
* E_HOMO: -9.2 eV
* charge: 0
* 2S+1: 1
* LUMO energy: -2.142 eV